This record from OMol25 describes 2 unconnected molecules or ions with the total composition C9H14O. The level of theory is the ωB97M-V functional and the def2-TZVPD basis.

Summary:
molar mass = 138.21 g mol⁻¹
lowest unoccupied orbital energy = 0.87 eV
Kohn-Sham gap = 9.2 eV
highest occupied orbital energy = -0.30725 hartree
E_tot = -11607.3709 eV
multiplicity = 1

Bonds (Å) are listed after each position.
Cartesian coordinates (Å):
1 C -0.081 0.776 -1.852  C2 1.504, H9 1.093, H10 1.092, H11 1.089
2 C -0.008 -0.635 -1.338  C1 1.504, C3 1.397, C8 1.388
3 C -1.151 -1.210 -0.778  C2 1.397, C4 1.383, H12 1.089
4 C -1.111 -2.409 -0.087  C3 1.383, C5 1.391, H13 1.083
5 C 0.104 -3.076 0.024  C4 1.391, O6 1.368, C7 1.386
6 O 0.235 -4.270 0.679  C5 1.368, H14 0.959
7 C 1.260 -2.531 -0.511  C5 1.386, C8 1.388, H15 1.085
8 C 1.198 -1.295 -1.141  C2 1.388, C7 1.388, H16 1.085
9 H 0.797 1.134 -2.396  C1 1.093
10 H -0.192 1.441 -0.993  C1 1.092
11 H -0.939 0.938 -2.502  C1 1.089
12 H -2.107 -0.717 -0.949  C3 1.089
13 H -2.017 -2.836 0.325  C4 1.083
14 H -0.595 -4.534 1.081  O6 0.959
15 H 2.185 -3.058 -0.305  C7 1.085
16 H 2.117 -0.801 -1.438  C8 1.085
17 C 0.674 3.220 1.228  C18 1.523, H19 1.093, H20 1.087, H21 1.092
18 C -0.604 2.594 1.771  C17 1.523, H22 1.093, H23 1.090, H24 1.090
19 H 0.960 2.771 0.274  C17 1.093
20 H 0.595 4.287 1.040  C17 1.087
21 H 1.463 3.008 1.952  C17 1.092
22 H -0.556 2.662 2.861  C18 1.093
23 H -1.564 3.018 1.478  C18 1.090
24 H -0.663 1.523 1.577  C18 1.090